P.
Below is a single H4NP3 molecule, with properties calculated with ωB97M-V with the def2-TZVPD basis set.

- HOMO energy (alpha / beta) (eV) = -8.808 / -8.807
- lowest unoccupied orbital energy (alpha / beta) (hartree) = -0.0554 / -0.0553

Last column: Mulliken charge in e.
Positions of all 8 atoms, in Å:
P -1.39 -0.38 0.03  0.198
P 1.45 0.55 -0.58  -0.098
P 0.07 0.77 0.97  0.060
N -1.78 0.83 -0.85  -0.447
H 1.91 -0.70 -0.30  0.066
H 2.48 1.31 0.10  0.083
H -0.74 -1.46 -0.42  0.066
H -2.01 -0.91 1.05  0.073

***

Q.
Below is a single H4NP3 molecule, with properties calculated with ωB97M-V with the def2-TZVPD basis set.

- HOMO energy (eV) = -8.568
- lowest unoccupied orbital energy (hartree) = -0.0208
- SMILES = [H]/P=N/[PH]#[PH2]

Last column: Mulliken charge in e.
Positions of all 8 atoms, in Å:
P 0.97 -0.92 1.47  -0.116
P -2.08 0.67 -0.87  0.071
P 0.23 -1.33 -0.55  0.048
N -0.55 0.37 -1.03  -0.274
H -1.90 2.15 -0.92  0.056
H 1.93 0.15 1.13  0.086
H 1.43 -1.03 -1.12  0.073
H -0.03 -0.06 1.89  0.057

***

Of them, the most stable is Q and the least stable is P.

***

P.
Below is a 5-piece molecular cluster, C2H15NO4S overall, with properties calculated with ωB97M-V with the def2-TZVPD basis set.

- HOMO energy (eV) = -9.232
- lowest unoccupied orbital energy (hartree) = 0.0232
- SMILES = NCCS.O.O.O.O

Last column: Mulliken charge in e.
Positions of all 23 atoms, in Å:
S -0.35 -3.86 -2.49  -0.193
O -0.95 1.94 -0.79  -0.641
O 0.91 4.56 1.28  -0.654
O 1.73 1.22 1.49  -0.646
O -3.59 2.86 1.15  -0.615
N 0.75 -1.42 -0.45  -0.384
C 0.97 -2.83 -0.16  -0.486
C -0.10 -3.75 -0.69  -0.816
H 0.95 -4.04 -2.75  0.102
H 1.95 -3.14 -0.54  0.352
H 1.22 3.74 1.67  0.330
H 2.56 0.94 1.11  0.294
H -0.88 2.22 -1.70  0.309
H 0.62 5.13 1.99  0.316
H -1.04 -3.44 -0.23  0.388
H 0.02 -4.76 -0.34  0.414
H 1.37 -1.06 -1.17  0.218
H -0.73 2.64 -0.17  0.327
H 1.00 -2.93 0.92  0.212
H 1.04 0.65 1.13  0.351
H -2.97 3.03 0.44  0.304
H -4.29 3.51 1.02  0.318
H -0.20 -1.23 -0.72  0.201

***

Q.
Below is a 5-piece molecular cluster, C2H15NO4S overall, with properties calculated with ωB97M-V with the def2-TZVPD basis set.

- HOMO energy (eV) = -8.832
- lowest unoccupied orbital energy (hartree) = 0.0152
- SMILES = NCCS.O.O.O.O

Last column: Mulliken charge in e.
Positions of all 23 atoms, in Å:
S 0.64 -2.53 -1.36  -0.155
O -1.84 0.48 -0.10  -0.537
O -1.80 -1.94 1.62  -0.627
O 0.55 1.83 1.45  -0.688
O -1.72 0.48 2.59  -0.728
N 1.67 1.42 -1.49  -0.431
C 0.81 -0.79 -1.71  0.297
C 2.07 0.01 -1.48  -0.345
H -1.57 -0.44 2.27  0.464
H 2.59 -0.21 -0.53  0.244
H 1.16 1.61 -0.62  0.166
H 0.78 1.47 2.34  0.311
H -2.70 0.62 2.38  0.295
H -1.81 0.50 -1.05  0.242
H -0.51 1.85 1.61  0.363
H 0.64 -0.57 -2.84  0.291
H -2.09 -1.73 0.85  0.295
H -0.97 -2.44 1.62  0.323
H 0.09 -2.41 -0.19  -0.082
H 2.84 -0.08 -2.31  0.335
H -1.15 1.09 0.22  0.228
H 0.05 -0.23 -1.26  -0.444
H 2.28 1.99 -2.01  0.181

***

Of them, the most stable is P and the least stable is Q.

***

P.
Below is C20H18Cl5GeOPt as an isolated structure, with properties calculated with ωB97M-V with the def2-TZVPD basis set.

- HOMO energy (alpha / beta) (eV) = -10.170 / -10.180
- lowest unoccupied orbital energy (alpha / beta) (hartree) = -0.2775 / -0.2772
- charge = +1

Last column: Mulliken charge in e.
Positions of all 46 atoms, in Å:
Pt 0.63 0.13 0.73  0.835
Ge 2.50 -0.16 -1.96  0.503
Cl -0.48 -2.19 6.25  -0.142
Cl -2.16 -6.32 3.21  -0.138
Cl 0.31 -0.62 3.65  -0.181
Cl -1.40 -4.71 0.63  -0.119
Cl -1.69 -5.03 5.98  -0.112
O -0.35 -2.08 1.22  -0.705
C 0.22 4.19 -0.33  -1.053
C -4.10 2.07 -1.02  -0.558
C -1.28 -4.17 4.59  0.695
C 1.17 0.89 -2.94  -1.146
C 0.78 3.00 0.05  -0.081
C -0.72 -2.87 4.71  -0.308
C -3.55 0.84 -0.65  -0.963
C -1.38 1.86 -0.28  1.384
C 2.50 0.37 -0.06  -1.310
C -1.94 3.11 -0.68  0.736
C 2.07 -2.07 -2.05  -1.138
C -1.12 4.25 -0.70  -0.478
C -3.30 3.19 -1.04  -0.810
C -0.58 -2.73 2.25  -0.355
C -2.22 0.74 -0.28  -0.584
C -0.36 -2.18 3.58  0.719
C -1.49 -4.75 3.32  -0.124
C -1.16 -4.06 2.18  0.529
C 4.27 0.24 -2.66  -1.158
C 0.03 1.78 0.10  -0.142
H 1.08 -2.26 -1.64  0.331
H 2.90 1.38 0.05  0.419
H 0.16 0.65 -2.63  0.298
H -5.14 2.13 -1.31  0.411
H 1.35 1.96 -2.79  0.297
H 2.07 -2.40 -3.09  0.381
H 1.82 2.98 0.35  0.434
H 0.82 5.09 -0.35  0.424
H 1.26 0.69 -4.01  0.452
H 2.80 -2.66 -1.51  0.340
H 3.09 -0.31 0.56  0.457
H -1.56 5.20 -1.00  0.431
H 4.32 0.00 -3.72  0.363
H -1.83 -0.23 -0.01  0.590
H -3.70 4.15 -1.34  0.418
H 4.49 1.30 -2.54  0.356
H -4.18 -0.04 -0.65  0.435
H 5.04 -0.34 -2.15  0.368

***

Q.
Below is C20H18Cl5GeOPt as an isolated structure, with properties calculated with ωB97M-V with the def2-TZVPD basis set.

- HOMO energy (alpha / beta) (eV) = -11.319 / -11.312
- lowest unoccupied orbital energy (alpha / beta) (hartree) = -0.2478 / -0.2483
- charge = +1

Last column: Mulliken charge in e.
Positions of all 46 atoms, in Å:
Pt -0.28 0.41 0.30  0.615
Ge -0.25 2.72 -2.08  0.566
Cl 2.82 -0.28 6.49  -0.139
Cl 2.42 -0.45 0.29  -0.184
Cl 5.23 -0.22 1.68  -0.162
Cl 5.39 -0.06 4.76  -0.140
Cl 0.03 -0.44 5.05  -0.138
O 0.20 -0.31 2.20  -0.764
C -0.75 4.62 -2.21  -1.159
C 3.80 -0.25 2.61  -0.341
C -2.51 -3.29 0.55  -1.049
C 3.88 -0.20 4.01  0.581
C -4.50 1.34 0.20  -1.015
C -1.63 1.63 -2.95  -1.173
C 1.49 2.34 -2.89  -1.125
C -4.73 -2.35 0.60  -0.879
C -3.11 1.53 0.15  -0.426
C -3.90 -3.45 0.65  -0.587
C -2.27 0.44 0.23  0.531
C -4.19 -1.05 0.46  0.867
C 1.47 -0.35 4.17  0.525
C -5.02 0.08 0.37  -0.777
C 2.71 -0.28 4.79  -0.139
C -1.97 -2.04 0.41  -0.618
C -0.04 2.38 -0.10  -1.087
C 1.36 -0.34 2.75  -0.257
C -2.78 -0.89 0.38  1.474
C 2.57 -0.34 2.00  0.803
H -1.50 1.75 -4.02  0.426
H 0.02 5.27 -1.79  0.378
H -0.88 4.87 -3.26  0.381
H -0.71 2.99 0.50  0.538
H -6.10 -0.05 0.42  0.409
H -1.88 -4.16 0.56  0.431
H 0.99 2.58 0.18  0.525
H -0.88 -1.97 0.31  0.300
H -4.32 -4.44 0.76  0.406
H -1.68 4.81 -1.69  0.389
H 1.72 1.28 -2.83  0.346
H -2.71 2.53 0.06  0.340
H -1.54 0.56 -2.72  0.387
H -5.80 -2.47 0.67  0.415
H -5.15 2.20 0.14  0.422
H 1.46 2.61 -3.95  0.386
H -2.63 1.95 -2.68  0.353
H 2.29 2.91 -2.42  0.369

***

Of them, the most stable is Q and the least stable is P.

***

P.
Below is a 2-piece molecular cluster, C4H8NO3 overall, with properties calculated with ωB97M-V with the def2-TZVPD basis set.

- 2S+1 = 2
- HOMO energy (alpha / beta) (eV) = -9.430 / -9.428
- lowest unoccupied orbital energy (alpha / beta) (hartree) = 0.0158 / -0.1589
- ⟨S²⟩ = 0.7592

Last column: Mulliken charge in e.
Positions of all 16 atoms, in Å:
O -1.86 0.03 -0.64  -0.380
O -0.52 -0.37 -2.32  -0.364
O 1.80 -2.54 2.17  -0.655
N 1.02 -1.46 0.37  -0.269
C 1.40 -1.49 1.62  0.662
C -1.33 0.31 -1.72  0.817
C -1.79 1.63 -2.27  -1.000
C 1.46 -0.10 2.35  -1.012
H -2.08 1.77 -3.20  0.384
H -1.08 2.46 -2.00  0.271
H 2.20 0.03 3.01  0.343
H 1.39 0.84 1.63  0.244
H 1.00 -2.38 -0.16  0.240
H 0.44 0.11 2.66  0.304
H 0.46 -0.70 -0.06  0.104
H -2.50 1.86 -1.44  0.311

***

Q.
Below is a 2-piece molecular cluster, C4H8NO3 overall, with properties calculated with ωB97M-V with the def2-TZVPD basis set.

- 2S+1 = 2
- HOMO energy (alpha / beta) (eV) = -9.579 / -9.577
- lowest unoccupied orbital energy (alpha / beta) (hartree) = 0.0137 / -0.1396
- ⟨S²⟩ = 0.7546

Last column: Mulliken charge in e.
Positions of all 16 atoms, in Å:
O -1.60 0.38 0.81  -0.271
O -0.77 2.12 2.05  -0.512
O 2.12 -1.22 -2.45  -0.643
N 1.03 -0.42 -0.66  -0.304
C 1.06 -0.79 -1.95  0.625
C -1.10 0.92 1.96  0.715
C -0.62 -0.10 2.99  -0.816
C -0.10 -0.68 -2.84  -0.940
H 0.21 -0.81 -3.86  0.302
H -0.51 -1.11 2.48  0.298
H -0.75 0.16 -2.70  0.321
H -0.90 -1.54 -2.67  0.226
H 1.99 -0.40 -0.13  0.246
H 0.31 0.27 3.47  0.288
H -1.28 -0.07 3.90  0.302
H 0.27 0.13 -0.11  0.162

***

Of them, the most stable is Q and the least stable is P.

***

P.
Below is a single C4H7ClN2S molecule, with properties calculated with ωB97M-V with the def2-TZVPD basis set.

- HOMO energy (eV) = -8.568
- lowest unoccupied orbital energy (hartree) = 0.0206
- SMILES = C[C@@H]1[C@@H](Cl)C(=S)N1N

Last column: Mulliken charge in e.
Positions of all 15 atoms, in Å:
Cl -1.56 -1.67 -0.43  -0.192
S 2.07 -1.10 0.43  -0.320
N 0.40 0.91 -0.51  0.362
N 1.26 1.94 -0.94  -0.786
C -0.74 -0.43 0.48  0.145
C -1.41 2.11 0.86  -1.367
C -1.03 0.99 -0.06  -0.063
C 0.72 -0.20 0.14  -0.035
H -1.64 0.94 -1.01  0.342
H -2.45 1.93 1.18  0.357
H 1.78 2.26 -0.11  0.249
H -0.78 2.11 1.77  0.331
H 1.88 1.57 -1.68  0.260
H -1.39 3.05 0.34  0.370
H -0.80 -0.60 1.57  0.347

***

Q.
Below is a 2-piece molecular cluster, C4H7ClN2S overall, with properties calculated with ωB97M-V with the def2-TZVPD basis set.

- HOMO energy (eV) = -7.935
- lowest unoccupied orbital energy (hartree) = -0.0308

Last column: Mulliken charge in e.
Positions of all 15 atoms, in Å:
Cl -1.93 -1.69 -0.47  -0.279
S 3.00 -0.57 -0.11  -0.298
N -1.94 1.16 0.61  -0.418
N -0.51 2.59 -0.54  -0.598
C 0.34 0.25 0.29  0.784
C -0.61 1.26 0.12  0.701
C 1.68 0.47 0.06  -0.690
C -0.33 -1.22 0.70  -0.953
H 0.42 -1.95 0.73  0.449
H -2.27 0.09 0.60  0.203
H 0.43 3.19 -0.75  0.265
H -0.85 -1.03 1.58  0.472
H -1.86 3.17 -0.38  0.294
H -2.55 1.95 0.42  0.056
H 2.18 1.61 -0.08  0.012

***

Of them, the most stable is P and the least stable is Q.

***

P.
Below is an isolated ion of composition C3H9N2O and charge -1, with properties calculated with ωB97M-V with the def2-TZVPD basis set.

- HOMO energy (eV) = -2.538
- lowest unoccupied orbital energy (hartree) = 0.1642
- SMILES = NCCNC[O-]
- charge = -1

Last column: Mulliken charge in e.
Positions of all 15 atoms, in Å:
O 0.29 2.02 -1.03  -0.866
N -0.86 0.71 0.64  -0.645
N -0.10 -1.96 -0.16  -0.752
C 0.92 -0.92 0.04  -0.580
C -0.79 1.31 -0.77  -0.556
C 0.44 0.13 1.02  -0.533
H 0.15 -2.49 -0.99  0.235
H 1.82 -1.36 0.48  0.353
H -0.93 0.43 -1.46  0.182
H -0.94 1.58 1.17  0.316
H 1.21 0.89 1.11  0.332
H -0.97 -1.48 -0.34  0.339
H 1.17 -0.39 -0.88  0.365
H 0.32 -0.35 2.00  0.423
H -1.75 1.87 -0.83  0.388

***

Q.
Below is C3H9N2O as an isolated structure, with properties calculated with ωB97M-V with the def2-TZVPD basis set.

- HOMO energy (eV) = -2.660
- lowest unoccupied orbital energy (hartree) = 0.1534
- charge = -1

Last column: Mulliken charge in e.
Positions of all 15 atoms, in Å:
O 1.26 -1.85 -0.70  -0.820
N -0.88 1.90 0.93  -0.767
N -0.81 -0.75 -0.10  -0.610
C -0.43 1.67 -0.24  -0.140
C -0.24 0.33 -0.90  -0.484
C 0.19 -1.96 0.00  -0.295
H 1.59 0.29 1.56  -0.140
H 2.02 0.83 1.27  0.135
H -0.47 -2.84 -0.23  0.240
H -0.04 2.51 -0.86  0.407
H -0.92 -0.33 0.81  0.398
H 0.31 -2.00 1.11  0.187
H 0.84 0.19 -1.03  0.336
H -0.69 0.39 -1.90  0.212
H -1.72 1.63 0.27  0.339

***

Of them, the most stable is P and the least stable is Q.